Entry 1:
Entry from OMol25: a structure of composition C48H41CrN6O2P2Se (ωB97M-V/def2-TZVPD).

Each line ends with the Löwdin spin population.
Atoms and positions in Å:
Cr: 0.04261 0.26832 -0.58290  0.981
C: 2.10473 2.33140 0.72725  -0.001
P: 1.62565 0.62540 1.32116  -0.007
C: 3.37657 0.12369 1.64502  -0.003
C: 4.06112 0.70469 2.72130  -0.001
C: 5.41211 0.46839 2.91351  0.000
C: 6.11308 -0.34332 2.02304  0.000
C: 5.45273 -0.90363 0.94462  0.000
C: 4.09133 -0.66790 0.75678  0.000
C: 0.87575 0.56926 2.99976  0.001
C: 1.35707 -0.33424 3.95520  0.000
C: 0.71198 -0.48943 5.17672  0.000
C: -0.42769 0.24733 5.46715  -0.001
C: -0.93167 1.12374 4.51911  0.000
C: -0.29566 1.27502 3.29366  0.000
C: 2.48228 1.98195 -0.68267  0.001
C: 3.63047 2.18052 -1.40621  -0.001
C: 3.55351 1.33502 -2.55846  -0.002
C: 2.35641 0.66726 -2.48903  0.002
C: 1.77792 -0.47447 -3.27185  0.000
P: 0.90821 -1.46793 -1.99320  -0.004
C: 2.15635 -2.55483 -1.23398  -0.003
C: 1.81794 -3.09208 0.00983  -0.001
C: 2.67853 -3.97062 0.65156  0.000
C: 3.89012 -4.30832 0.06001  0.000
C: 4.23061 -3.77507 -1.17610  0.000
C: 3.36305 -2.90525 -1.82660  -0.001
C: -0.06322 -2.74787 -2.85390  0.001
C: -1.13603 -3.32319 -2.16840  0.000
C: -1.83751 -4.37935 -2.73686  0.000
C: -1.48207 -4.85044 -3.99290  0.000
C: -0.42402 -4.26933 -4.68494  0.000
C: 0.28859 -3.22389 -4.11566  0.000
N: 1.68057 1.07572 -1.35826  -0.008
H: 2.96395 2.70299 1.27064  0.000
H: 1.29404 3.04251 0.81179  0.000
H: 3.52763 1.34181 3.41750  0.000
H: 5.92486 0.92317 3.75420  0.000
H: 7.17320 -0.52248 2.17092  0.000
H: 5.99090 -1.52486 0.23593  0.000
H: 3.59499 -1.07918 -0.10628  0.000
H: 2.23403 -0.93179 3.74749  0.000
H: 1.10574 -1.19340 5.90078  0.000
H: -0.92590 0.12263 6.42124  0.000
H: -1.84115 1.68028 4.71653  0.000
H: -0.72946 1.91932 2.54429  0.000
H: 4.45466 2.82545 -1.12894  0.000
H: 4.29923 1.22488 -3.33434  0.000
H: 2.54587 -1.03132 -3.80314  0.000
H: 1.03157 -0.15810 -3.99937  0.000
H: 0.88494 -2.79701 0.48032  0.000
H: 2.40990 -4.37869 1.61993  0.000
H: 4.57130 -4.98420 0.56432  0.000
H: 5.17919 -4.03195 -1.63612  0.000
H: 3.64658 -2.49121 -2.78749  0.000
H: -1.42344 -2.92547 -1.20086  0.000
H: -2.67419 -4.81904 -2.20558  0.000
H: -2.03370 -5.66950 -4.44091  0.000
H: -0.15216 -4.63699 -5.66689  0.000
H: 1.11923 -2.78046 -4.65615  0.000
O: -0.65215 1.87695 0.33949  -0.001
C: -0.97843 3.06134 -0.10859  0.001
C: -1.05534 4.14515 0.79521  -0.001
C: -1.35403 5.41960 0.37012  0.001
C: -1.58572 5.68277 -0.98542  0.000
C: -1.53190 4.63939 -1.87891  0.001
C: -1.24980 3.32974 -1.46627  0.000
C: -1.33174 2.22522 -2.40635  0.003
N: -1.11027 0.92952 -2.18035  -0.006
C: -1.46340 0.25204 -3.34266  0.002
C: -1.86701 1.13276 -4.27748  -0.001
N: -1.78467 2.37076 -3.66949  0.003
H: -0.85855 3.94286 1.84303  0.000
H: -1.40851 6.22707 1.09227  0.000
H: -1.79738 6.68924 -1.32542  0.000
H: -1.69729 4.85775 -2.93034  0.000
H: -1.45506 -0.82086 -3.39282  0.000
H: -2.21452 0.99990 -5.28840  0.000
H: -2.02096 3.24588 -4.09475  0.000
C: -5.03897 -2.18100 1.10729  0.000
N: -4.67954 -0.83951 0.68473  0.000
C: -4.28210 -0.48350 -0.56924  0.000
Se: -4.16342 -1.52060 -2.06792  0.000
N: -3.96807 0.83547 -0.49097  0.000
C: -4.14363 1.32931 0.79885  0.000
C: -3.95811 2.58144 1.35737  0.000
C: -4.23731 2.71630 2.71223  0.000
C: -4.68626 1.63290 3.47194  0.000
C: -4.87437 0.38012 2.90049  0.000
C: -4.60025 0.25662 1.55012  0.000
H: -5.04983 -2.81874 0.22870  0.000
H: -6.02997 -2.17095 1.56372  0.000
H: -4.30681 -2.54907 1.82561  0.000
H: -3.59173 1.33111 -1.27603  0.000
H: -3.59920 3.41612 0.76727  0.000
H: -4.09722 3.68071 3.18759  0.000
H: -4.88751 1.77174 4.52883  0.000
H: -5.19950 -0.46788 3.49238  0.000
O: -2.05921 -1.67957 2.48747  0.015
C: -1.59097 -1.26521 1.47875  0.017
N: -1.15253 -0.88679 0.42431  0.013

Max |F| ... 0.966 eV/Å
HOMO (spin up / spin down) ... -7.183 / -7.184 eV
Spin multiplicity ... 2
Energy above the lowest of the compared OMol25 structures with the same formula, charge and spin ... 0.0 kcal/mol
Expectation value of S² ... 0.762

---

Entry 2:
Entry from OMol25: a structure of composition C48H41FN2O6PtS2Si at a distorted geometry (ωB97M-V/def2-TZVPD).

Each line ends with the Mulliken charge.
Atoms and positions in Å:
Pt: 0.19305 -0.36874 -0.00351  2.870
C: -6.28938 -1.35460 4.36634  -1.523
C: -4.83564 -1.14864 4.05527  0.956
C: -4.24278 0.10356 4.18707  -1.132
C: -2.90345 0.29736 3.88310  -0.949
C: -2.15024 -0.79331 3.46482  0.518
C: -2.71425 -2.05929 3.32095  -0.247
C: -4.05202 -2.22424 3.61571  -1.039
S: -0.49992 -0.44516 3.02476  1.028
O: -0.28733 -1.28330 1.71355  -0.392
C: 0.52695 -1.40577 4.10048  0.871
C: 0.01410 -2.24048 5.11478  -0.843
C: 0.88951 -2.95994 5.87387  -1.271
C: 2.27889 -2.88686 5.66114  0.622
C: 3.18214 -3.64349 6.44852  -1.151
C: 4.52708 -3.54365 6.24727  -0.726
C: 5.04034 -2.67998 5.25561  -0.981
C: 4.20060 -1.93624 4.47789  -0.672
C: 2.79502 -2.02747 4.65696  0.635
C: 1.88754 -1.26875 3.87083  -0.099
C: 2.43643 -0.28691 2.88144  -0.273
C: 2.63987 1.06868 3.28918  0.958
C: 2.18847 1.54285 4.54445  -1.085
C: 2.35767 2.85755 4.89307  -0.986
C: 2.99929 3.75451 4.01779  -0.796
C: 3.46473 3.31856 2.80734  -1.093
C: 3.29344 1.97105 2.41308  0.986
C: 3.77025 1.50675 1.16169  -1.173
C: 3.54895 0.22005 0.76703  -0.466
C: 2.86365 -0.66552 1.63278  1.058
S: 2.36398 -2.23551 0.94229  0.812
O: 1.64358 -1.78736 -0.38549  -1.099
C: 3.80251 -3.06806 0.37155  0.666
C: 4.34087 -3.99598 1.25116  -0.242
C: 5.49257 -4.66895 0.87661  -0.967
C: 6.08739 -4.44425 -0.36364  0.851
C: 7.30873 -5.21037 -0.77749  -1.537
C: 5.50323 -3.51337 -1.23185  -0.922
C: 4.36652 -2.81582 -0.87521  -0.688
H: -6.74340 -0.45464 4.77524  0.389
H: -6.41852 -2.16315 5.08670  0.372
H: -6.83677 -1.63469 3.46457  0.327
H: -4.83805 0.94417 4.52090  0.387
H: -2.45432 1.28085 3.95511  0.564
H: -2.10963 -2.89521 2.99235  0.736
H: -4.50495 -3.20310 3.51255  0.484
H: -1.05111 -2.29088 5.28888  0.633
H: 0.52072 -3.60248 6.66416  0.455
H: 2.78659 -4.29815 7.21498  0.474
H: 5.20990 -4.12207 6.85547  0.442
H: 6.11100 -2.60246 5.11907  0.497
H: 4.60425 -1.26775 3.72787  0.495
H: 1.70827 0.85970 5.23305  0.561
H: 2.00278 3.21160 5.85174  0.502
H: 3.12888 4.78740 4.31163  0.443
H: 3.97402 3.99923 2.13557  0.504
H: 4.31340 2.18992 0.51838  0.429
H: 3.89650 -0.12388 -0.19794  0.383
H: 3.87735 -4.19125 2.21091  0.543
H: 5.92679 -5.39138 1.55643  0.417
H: 7.91957 -5.47819 0.08303  0.399
H: 7.91843 -4.63833 -1.47486  0.396
H: 7.01706 -6.13713 -1.27634  0.304
H: 5.95101 -3.33725 -2.20207  0.415
H: 3.91247 -2.11351 -1.56169  0.304
C: -1.21042 -3.51551 -0.13291  -0.826
Si: -1.01686 -2.10335 -1.29886  0.528
C: -0.01677 -2.45933 -2.80896  -0.971
C: -2.51781 -1.07711 -1.55661  0.282
C: -3.28631 -0.69180 -0.45255  0.031
C: -4.32768 0.20336 -0.59511  -0.631
C: -4.62536 0.72680 -1.85243  -0.683
C: -3.89119 0.34053 -2.96359  -0.753
C: -2.83628 -0.55372 -2.81255  -0.329
H: -1.67787 -4.33189 -0.69284  0.547
H: -1.85437 -3.25890 0.70488  0.032
H: -0.25371 -3.86901 0.25404  0.229
H: -0.37200 -3.39512 -3.24965  0.540
H: 1.03080 -2.58690 -2.53686  0.080
H: -0.08687 -1.68151 -3.56549  0.148
H: -3.06661 -1.08874 0.53615  0.319
H: -4.90867 0.50161 0.26859  0.494
H: -5.44129 1.42899 -1.96565  0.423
H: -4.14201 0.72337 -3.94470  0.524
H: -2.28101 -0.86427 -3.69186  0.478
F: -1.68244 4.34990 -4.42314  -0.274
C: -1.02985 3.40546 -3.77678  0.212
C: -0.63629 3.56445 -2.51634  -0.063
N: 0.04653 2.54982 -1.83243  0.290
C: 0.53082 2.81065 -0.47774  -1.503
C: -0.54516 2.45468 0.52497  0.897
O: -1.09983 3.29853 1.17776  -0.618
O: -0.83448 1.17019 0.64920  -0.640
C: 0.26225 1.36701 -2.40722  0.226
O: 0.78441 0.37838 -1.80913  -0.543
N: -0.07608 1.23000 -3.70392  0.052
C: -0.78192 2.16260 -4.50575  0.164
O: -1.11786 1.88978 -5.61892  -0.546
H: -0.82781 4.46965 -1.95779  0.492
H: 0.77064 3.86576 -0.39856  0.476
H: 1.43373 2.22534 -0.30110  0.302
H: 0.08854 0.32614 -4.12670  0.279

Max |F| ... 1.327 eV/Å
HOMO ... -13.152 eV
Total charge ... +2
Energy above the lowest of the compared OMol25 structures with the same formula, charge and spin ... 4.7 kcal/mol

---

Question: The lowest energy above the lowest of the compared OMol25 structures with the same formula, charge and spin belongs to which entry?
Answer: C48H41CrN6O2P2Se